# 1
A molecular structure, C33H57AlCl11N3O14P2S2 at a distorted geometry. Source: the OMol25 dataset; level of theory: ωB97M-V with the def2-TZVPD basis set.

E (eV): -252848.736
Gap between HOMO and LUMO (eV): 1.47
Energy above the lowest of the compared OMol25 structures with the same formula, charge and spin (eV): 0.000
Strongest force on any atom (eV Å⁻¹): 2.270
Charge: +2

Each line ends with the Löwdin charge.
Atoms and positions in Å:
N: -4.4308 -5.5064 0.7868  -0.093
P: -4.2587 -4.5704 -0.6277  1.078
O: -5.3772 -3.4138 -0.4807  -0.196
C: -2.5206 -3.7180 -0.5460  -0.489
C: -1.9839 -4.0026 0.8962  -0.108
C: -0.7256 -3.1520 1.2054  -0.160
O: 0.2630 -4.0468 1.7430  -0.020
C: 1.4242 -3.3802 2.0316  -0.285
O: 2.4821 -3.9124 1.8176  0.101
C: -1.5117 -4.3930 -1.5030  -0.188
O: -2.1249 -4.8895 -2.6868  -0.202
N: -1.3222 -6.0055 -3.1509  0.051
O: -0.3014 -5.6404 -3.5538  0.098
O: -2.5937 -2.3285 -0.6418  -0.102
C: -3.0656 -1.8417 -1.9157  -0.277
C: -1.9307 -1.4641 -2.8935  -0.173
N: -2.5714 -0.9055 -4.1203  -0.128
P: -2.3549 -1.8928 -5.4774  0.129
O: -2.8188 -0.9741 -6.7201  -0.173
O: -0.7937 -2.1723 -5.7070  -0.163
S: -3.4628 -3.4705 -5.4043  0.344
C: -3.9621 -0.5930 -1.6063  -0.020
C: -3.2108 0.7451 -1.6109  -0.314
O: -3.2944 1.4470 -2.6014  0.090
C: -2.4043 1.3134 -0.4591  -0.102
C: -1.7584 0.5921 0.5212  0.010
C: -1.0018 1.1918 1.5227  -0.047
C: -0.9022 2.5668 1.5555  -0.203
C: -1.5766 3.3073 0.5795  -0.281
C: -2.3118 2.7022 -0.4100  -0.039
H: -5.3424 -5.9649 0.7966  0.080
H: -3.7000 -6.2177 0.7844  0.072
H: -5.8507 -3.4822 0.3661  0.096
H: -1.7629 -5.0589 1.0621  0.123
H: -2.7390 -3.6894 1.6265  0.120
H: -0.9520 -2.3995 1.9746  0.128
H: -0.3323 -2.6457 0.3149  0.128
H: 1.3147 -2.3660 2.4601  0.146
H: -0.7094 -3.6634 -1.6911  0.132
H: -1.0191 -5.2180 -0.9655  0.134
H: -3.7144 -2.5397 -2.4662  0.118
H: -1.3497 -2.3391 -3.2098  0.086
H: -1.2171 -0.7667 -2.4366  0.140
H: -2.1404 0.0087 -4.2567  0.102
H: -3.5967 -0.4972 -6.3871  0.082
H: -0.6946 -3.1366 -5.7382  0.069
H: -4.4563 -0.7058 -0.6345  0.131
H: -4.7148 -0.5505 -2.3966  0.135
H: -1.8218 -0.4941 0.5395  0.104
H: -0.4980 0.5579 2.2474  0.123
H: -0.3100 3.0101 2.3593  0.115
H: -1.5081 4.3984 0.6258  0.119
H: -2.7899 3.3369 -1.1509  0.129
O: 5.4838 -4.3848 2.0474  0.123
H: 4.5643 -4.0730 1.9184  -0.015
C: 2.8335 -7.4832 -3.2951  -1.024
Cl: 2.3794 -6.8964 -1.6848  0.483
Cl: 3.0679 -9.2299 -3.3006  0.537
H: 2.0425 -7.2335 -3.9935  0.010
H: 3.7587 -7.0025 -3.5928  0.030
O: 1.3467 2.1354 4.5641  -0.305
S: 2.6411 2.4201 3.9979  0.560
O: 2.7972 2.5711 2.5784  -0.292
O: 3.6852 1.3402 4.5198  -0.252
C: 3.3737 -0.0530 4.3560  -0.273
C: 3.6190 -0.5204 2.9328  -0.062
C: 3.3377 3.8143 4.8015  -0.170
H: 2.3469 -0.2552 4.6708  0.104
H: 4.0296 -0.5972 5.0332  0.040
H: 2.9115 -0.0625 2.2374  0.066
H: 3.5099 -1.6044 2.8660  0.055
H: 4.6200 -0.2429 2.6030  0.096
H: 3.2611 3.6750 5.8773  0.087
H: 2.7729 4.6972 4.4946  -0.028
H: 4.3757 3.9113 4.4944  0.005
C: 5.0150 -12.6448 -4.1357  -1.042
Cl: 4.3382 -13.1743 -2.5895  0.493
Cl: 4.8489 -13.8867 -5.3792  0.513
H: 4.4893 -11.7537 -4.4604  -0.007
H: 6.0680 -12.4262 -3.9981  0.026
Cl: 6.8115 3.5955 3.5610  0.576
C: 6.6169 4.5868 2.0902  -0.644
C: 7.6708 5.6596 1.9903  -0.657
Cl: 7.4727 6.9268 3.2276  0.537
H: 5.6138 5.0095 2.0961  0.067
H: 6.6991 3.9103 1.2407  0.075
H: 7.6037 6.1532 1.0218  0.074
H: 8.6702 5.2435 2.0933  0.071
Al: -3.2068 3.4691 2.5048  1.054
C: 0.6648 4.8975 -1.9536  -0.113
C: -0.5187 5.2213 -2.6055  -0.111
C: -0.6728 6.4730 -3.1861  -0.090
C: 0.3605 7.3976 -3.1224  -0.081
C: 1.5445 7.0727 -2.4739  -0.081
C: 1.6959 5.8244 -1.8858  -0.091
H: 0.7849 3.9208 -1.4977  0.092
H: -1.3232 4.4964 -2.6622  0.083
H: -1.5968 6.7278 -3.6895  0.104
H: 0.2431 8.3717 -3.5790  0.108
H: 2.3502 7.7939 -2.4267  0.107
H: 2.6175 5.5734 -1.3762  0.102
C: 3.8281 -1.9111 8.1381  -1.531
Cl: 3.7909 -3.2446 9.2839  0.555
Cl: 4.5252 -2.4301 6.5968  0.559
Cl: 2.2067 -1.2497 7.8914  0.524
H: 4.4549 -1.1280 8.5456  0.018
C: -8.0785 2.8800 -2.9944  -0.054
C: -7.1671 3.1987 -1.8212  -0.489
C: -6.4349 4.5150 -2.0313  -0.059
O: -6.2147 2.1411 -1.6493  -0.079
H: -7.4999 2.7815 -3.9173  0.085
H: -8.5900 1.9303 -2.8346  0.082
H: -8.8275 3.6593 -3.1361  0.087
H: -7.7547 3.2479 -0.9034  0.138
H: -5.8040 4.4680 -2.9236  0.084
H: -5.7775 4.7278 -1.1848  0.067
H: -7.1344 5.3434 -2.1447  0.087
H: -5.6874 2.0858 -2.4555  0.063
C: 3.7623 7.8339 5.2856  -0.968
Cl: 2.6107 6.9852 4.2356  0.547
Cl: 5.0395 6.7596 5.8604  0.532
H: 4.2160 8.6419 4.7229  0.031
H: 3.2232 8.2304 6.1384  0.030


# 2
A gas-phase ion, C33H57N12O5 (charge +1) at a distorted geometry. Source: the OMol25 dataset; level of theory: ωB97M-V with the def2-TZVPD basis set.

E (eV): -63259.177
Gap between HOMO and LUMO (eV): 9.20
Energy above the lowest of the compared OMol25 structures with the same formula, charge and spin (eV): 0.111
Strongest force on any atom (eV Å⁻¹): 1.041
Charge: +1

Each line ends with the Löwdin charge.
Atoms and positions in Å:
C: 1.3755 0.9581 6.5169  0.142
C: 0.3695 1.2050 5.9163  -0.094
C: -0.8257 1.4918 5.1393  -0.185
H: -1.4999 0.6284 5.1796  0.126
O: -0.5761 1.6879 3.7501  -0.195
C: -0.1053 2.9571 3.3532  -0.161
C: 1.3901 3.1812 3.6021  -0.162
H: 1.6219 3.1673 4.6751  0.122
O: 2.1017 2.1494 2.9457  -0.191
C: 3.4625 2.4336 2.6908  -0.166
H: 3.5384 3.2203 1.9279  0.124
H: 3.9634 2.7901 3.5995  0.137
C: 4.1383 1.1264 2.2324  -0.147
O: 3.2943 0.2938 1.4646  -0.191
C: 3.3215 0.4193 0.0498  -0.157
C: 2.7384 1.7332 -0.4897  -0.141
N: 1.4236 1.9822 0.0332  0.093
C: 0.2921 1.6990 -0.6415  -0.397
N: 0.3714 1.4710 -1.9473  0.186
C: -0.7933 1.2018 -2.5425  -0.368
N: -1.9554 1.0672 -1.9013  0.191
C: -1.9289 1.3947 -0.6104  -0.355
N: -0.8386 1.7406 0.0733  0.187
N: -3.1241 1.4147 0.0297  -0.048
C: -4.2161 0.6212 -0.4676  -0.113
H: -5.1542 1.1488 -0.2809  0.128
H: -4.0860 0.4921 -1.5410  0.112
C: -4.1980 -0.7551 0.2412  -0.089
N: -3.7114 -0.5799 1.5978  -0.026
C: -2.8319 -1.3325 2.2757  -0.380
O: -2.4567 -1.0227 3.3931  0.048
C: -2.3677 -2.6444 1.6060  -0.146
N: -1.4848 -2.3456 0.5063  -0.081
C: -1.4172 -2.9109 -0.7159  0.043
C: -0.3019 -2.3447 -1.3105  -0.211
N: 0.2321 -1.4849 -0.4269  0.125
N: -0.4768 -1.4917 0.6458  0.017
C: 0.2502 -2.5975 -2.6771  -0.339
N: -0.8134 -2.2984 -3.6250  0.084
H: -0.5303 -2.5602 -4.5620  0.076
H: -1.0025 -1.3013 -3.6218  0.050
H: 0.4540 -3.6732 -2.7586  0.143
C: 1.5569 -1.8056 -2.8592  -0.155
H: 1.3398 -0.7508 -2.6752  0.086
H: 2.2607 -2.1389 -2.0934  0.118
C: 2.2111 -1.9559 -4.2358  -0.436
C: 2.6090 -3.4015 -4.5274  -0.068
H: 1.7395 -4.0513 -4.5915  0.070
H: 3.1391 -3.4592 -5.4750  0.081
H: 3.2655 -3.7788 -3.7463  0.086
C: 3.4426 -1.0548 -4.3079  -0.072
H: 4.1856 -1.3742 -3.5803  0.081
H: 3.1791 -0.0205 -4.0986  0.060
H: 3.8913 -1.1009 -5.2969  0.081
H: 1.5031 -1.6259 -5.0048  0.118
H: -2.1180 -3.6329 -1.0746  0.140
H: -3.2544 -3.1411 1.1965  0.160
C: -1.7031 -3.6272 2.6042  -0.106
H: -1.8334 -4.6287 2.1893  0.118
H: -2.2668 -3.5758 3.5356  0.127
C: -0.2091 -3.4367 2.9054  -0.169
H: 0.1730 -4.4064 3.2274  0.117
H: 0.3259 -3.1910 1.9880  0.096
C: 0.1035 -2.3947 3.9931  -0.168
C: 1.2925 -1.5040 3.6537  -0.157
H: 1.6695 -1.0278 4.5606  0.104
H: 2.0976 -2.0915 3.2081  0.131
N: 0.9037 -0.4445 2.7015  0.173
H: 0.3409 0.3017 3.1567  0.107
H: 0.3177 -0.8359 1.9099  0.082
H: 1.7467 -0.0066 2.2844  0.098
H: 0.3044 -2.9054 4.9336  0.121
H: -0.7659 -1.7596 4.1476  0.080
C: -4.0600 0.7139 2.1583  -0.093
H: -3.8301 0.7068 3.2229  0.123
H: -5.1309 0.8765 2.0234  0.131
C: -3.2229 1.7710 1.4289  -0.102
H: -3.6855 2.7596 1.5299  0.134
H: -2.2117 1.7995 1.8356  0.086
H: -3.5485 -1.4248 -0.3188  0.104
H: -5.2085 -1.1803 0.2638  0.134
N: -0.7844 0.9809 -3.8768  -0.072
C: -2.0255 0.9745 -4.6268  -0.127
H: -2.8410 0.7113 -3.9556  0.110
C: -2.2541 2.3599 -5.2436  -0.177
O: -1.1601 2.7429 -6.0435  -0.122
C: 0.0340 2.7809 -5.2976  -0.175
H: 0.8199 3.0777 -5.9933  0.131
C: 0.3428 1.4126 -4.6779  -0.126
H: 1.2222 1.4719 -4.0394  0.102
H: 0.4999 0.6788 -5.4741  0.129
H: -0.0456 3.5295 -4.4938  0.132
H: -3.1256 2.3537 -5.8993  0.131
H: -2.4082 3.0925 -4.4359  0.131
H: -1.9402 0.2314 -5.4260  0.132
H: 1.3350 2.0344 1.0390  0.098
H: 2.6561 1.6582 -1.5741  0.112
H: 3.3925 2.5748 -0.2414  0.117
H: 4.3475 0.2943 -0.3171  0.131
H: 2.7008 -0.4106 -0.2977  0.104
H: 4.3855 0.5306 3.1164  0.133
H: 5.0622 1.3587 1.6938  0.136
H: 1.6630 4.1622 3.1935  0.139
H: -0.6704 3.7525 3.8544  0.139
H: -0.3010 2.9963 2.2762  0.107
H: -1.3356 2.3681 5.5620  0.140
H: 2.2371 0.7528 7.0803  0.035